The following is a quantum chemistry calculation of 7 unconnected molecules or ions with the total composition C35H81N3O7S4 at a distorted geometry, from the Open Molecules 2025 dataset.

Cartesian coordinates (Å):
C: 0.3750 -6.5568 -6.7483
S: -0.9995 -5.3957 -6.2029
O: -2.3120 -6.0604 -6.4445
C: -0.6808 -5.6077 -4.4531
H: 1.3439 -6.1978 -6.4186
H: 0.1998 -6.5023 -7.8211
H: 0.1000 -7.5370 -6.3653
H: 0.2871 -5.2285 -4.1210
H: -0.7136 -6.6841 -4.2831
H: -1.3484 -5.0491 -3.8011
C: -0.1758 -4.1577 2.8998
S: -1.6688 -4.0869 1.8132
O: -1.1786 -3.9404 0.4233
C: -2.1757 -5.8013 2.1299
H: 0.1260 -3.1193 3.0503
H: 0.6360 -4.5845 2.3096
H: -0.4059 -4.6798 3.8220
H: -3.1523 -5.6296 1.6505
H: -2.4299 -6.0395 3.1582
H: -1.7413 -6.5887 1.5190
C: 5.7290 2.2097 -5.6075
S: 4.6528 1.5364 -4.3112
O: 5.3935 1.6650 -2.9914
C: 3.4638 2.8666 -4.2959
H: 5.9094 3.2822 -5.5399
H: 5.1278 1.9193 -6.4730
H: 6.7206 1.7653 -5.6455
H: 3.0616 3.1510 -5.2686
H: 3.9614 3.7593 -3.9079
H: 2.6600 2.6452 -3.5949
C: 4.7880 -8.3441 2.2156
S: 4.9503 -6.7891 1.2547
O: 4.5156 -7.0720 -0.1426
C: 3.5716 -5.8829 2.0011
H: 4.9123 -8.2696 3.2917
H: 5.4905 -9.0114 1.7234
H: 3.7645 -8.6434 1.9770
H: 3.4486 -6.0985 3.0587
H: 2.7147 -6.3579 1.5066
H: 3.5953 -4.8853 1.5730
C: 2.3711 -3.9601 -2.8370
C: 1.8285 -2.8438 -1.9485
C: 2.7370 -1.6653 -2.1665
C: 2.2006 -0.3066 -1.5959
C: 0.8910 -0.0599 -2.3086
C: -0.1794 -1.1534 -2.2389
N: 0.4452 -2.4766 -2.2272
O: -0.4472 -3.5714 -2.1733
C: -0.9470 -0.9594 -0.9431
C: -1.1032 -0.9137 -3.4647
C: 1.9850 -3.3565 -0.4764
H: 2.1507 -3.8130 -3.8940
H: 1.8952 -4.9235 -2.6050
H: 3.3905 -4.2304 -2.5570
H: 3.7623 -1.8276 -1.8255
H: 2.9130 -1.3807 -3.2125
H: 3.0483 0.3229 -1.8523
H: 1.9996 -0.4770 -0.5357
H: 1.0509 0.2228 -3.3531
H: 0.4867 0.8200 -1.7940
H: -1.7076 -1.7181 -0.7453
H: -0.2942 -1.0679 -0.0727
H: -1.4791 -0.0047 -0.9509
H: -1.2295 0.1638 -3.5771
H: -0.6111 -1.2826 -4.3656
H: -2.0705 -1.4050 -3.3691
H: 1.5221 -4.3453 -0.5406
H: 1.3582 -2.8115 0.2289
H: 3.0139 -3.4490 -0.1345
H: -0.7348 -3.5821 -1.2337
C: -0.8880 4.8625 -2.7267
C: -0.1206 5.1988 -1.4186
C: 0.6998 6.4848 -1.6137
C: 1.0461 7.1666 -0.2749
C: -0.2631 7.3884 0.5357
C: -0.8903 5.9877 0.8915
N: -1.1067 5.2543 -0.3386
O: -1.8305 4.0753 -0.0851
C: 0.0159 5.3896 1.9710
C: -2.1875 6.4454 1.6617
C: 0.8382 4.0229 -1.1809
H: -0.4677 5.2285 -3.6643
H: -1.8974 5.2682 -2.6440
H: -0.8974 3.7763 -2.8220
H: 1.6246 6.3414 -2.1742
H: 0.1162 7.1847 -2.2193
H: 1.5935 8.0687 -0.5552
H: 1.7491 6.5188 0.2544
H: -0.8974 7.9289 -0.1684
H: 0.1193 8.0288 1.3296
H: -0.5034 4.5136 2.3732
H: 0.8757 4.9701 1.4528
H: 0.1525 6.1261 2.7542
H: -2.8100 6.9441 0.9107
H: -2.8033 5.5436 1.7928
H: -2.1665 6.9366 2.6274
H: 0.3460 3.0543 -1.0915
H: 1.3471 4.1502 -0.2223
H: 1.6140 3.9991 -1.9483
H: -2.7059 4.2707 -0.4420
C: -5.2757 1.7975 4.7644
C: -3.7700 2.1540 5.0113
C: -3.2139 1.2521 6.1441
C: -2.7043 -0.0972 5.5739
C: -1.7213 0.1398 4.5063
C: -2.2561 0.8883 3.2986
N: -2.8941 2.0912 3.8506
O: -2.9508 3.2054 3.0077
C: -1.0532 1.2730 2.4620
C: -3.1425 -0.0480 2.4991
C: -3.7834 3.5439 5.6435
H: -5.7519 1.2730 5.5907
H: -5.8699 2.7082 4.6165
H: -5.5233 1.3351 3.8044
H: -2.4885 1.7135 6.8092
H: -4.0664 0.8868 6.7218
H: -2.3309 -0.7493 6.3684
H: -3.5318 -0.6862 5.1558
H: -1.1967 -0.7966 4.2740
H: -0.9141 0.7464 4.9446
H: -1.4126 1.7324 1.5369
H: -0.5162 0.3853 2.1233
H: -0.3590 1.8909 3.0321
H: -4.0113 -0.5360 2.9583
H: -2.5415 -0.8794 2.1294
H: -3.7248 0.4199 1.6970
H: -2.8150 3.8688 6.0275
H: -4.0409 4.2564 4.8551
H: -4.5428 3.5733 6.4216
H: -2.0623 3.5850 3.0366

Energy above the lowest of the compared OMol25 structures with the same formula, charge and spin: 2.064 eV
HOMO-LUMO gap: 7.667 eV
Net charge: 0
DFT total energy: -3665.4632 Eh